Entry 1:
Computed, not measured: a cluster of 2 separate species, C2H3NOS in total, with ωB97M-V with the def2-TZVPD basis set.

The geometry in XYZ format:
```
8
Properties=species:S:1:pos:R:3:lowdin_spin:R:1
C -1.680 0.915 -0.217 0.01
C 1.181 -0.874 0.366 0.76
N -0.813 0.780 -1.012 0.01
O 1.222 0.316 0.310 0.95
S -2.452 0.766 1.169 0.01
H 0.309 -1.550 0.672 0.12
H 2.201 -1.376 0.126 0.14
H 0.031 1.023 -1.414 0.00
```

Values from the calculation:
Max |F|: 8.3 eV/A
Spin multiplicity: 3
Total charge: 0
HOMO energy (spin up / spin down): -6.8 / -9.4 eV
ΔE to the lowest compared entry with this formula, charge and spin: 70.8 kcal/mol
Lowest unoccupied orbital energy (spin up / spin down): 0.8 / -2.6 eV
Kohn-Sham gap (spin up / spin down): 0.2816 / 0.2472 hartree

---

Entry 2:
Computed, not measured: a cluster of 2 separate species, C2H3NOS2 in total, with ωB97M-V with the def2-TZVPD basis set.

The geometry in XYZ format:
```
9
Properties=species:S:1:pos:R:3:nbo_charge:R:1
C 0.344 -0.775 0.025 0.00
C 1.310 0.291 -0.186 0.15
H -3.114 0.171 0.873 0.17
H 1.004 -1.680 0.249 0.22
H -0.346 1.289 0.208 0.48
N -0.898 -1.063 -0.064 -0.47
O 0.699 1.497 0.106 -0.66
S -1.910 0.305 -0.681 0.10
S 2.911 -0.035 -0.531 0.01
```

Values from the calculation:
Max |F|: 4.9 eV/A
Total charge: 0
HOMO energy: -9.5 eV
ΔE to the lowest compared entry with this formula, charge and spin: 104.8 kcal/mol
Lowest unoccupied orbital energy: -1.8 eV
Kohn-Sham gap: 0.2835 hartree

---

Entry 3:
Computed, not measured: the molecule C2H3NOS2, with ωB97M-V with the def2-TZVPD basis set.

The geometry in XYZ format:
```
9
Properties=species:S:1:pos:R:3:nbo_charge:R:1
C 0.311 0.312 0.777 0.71
C -0.067 0.762 -0.906 -0.60
N 0.026 -1.055 1.087 -0.87
O 0.460 1.185 1.571 -0.58
S 0.428 -0.390 -2.112 0.12
S -1.525 0.193 -1.728 0.15
H 0.302 1.742 -0.983 0.24
H -0.069 -1.556 0.248 0.42
H 0.134 -1.192 2.045 0.42
```

Values from the calculation:
Max |F|: 6.0 eV/A
SMILES: NC(=O)C1SS1
Total charge: 0
HOMO energy: -8.9 eV
ΔE to the lowest compared entry with this formula, charge and spin: 29.1 kcal/mol
Lowest unoccupied orbital energy: -0.3 eV
Kohn-Sham gap: 0.3167 hartree

---

Entry 4:
Computed, not measured: the molecule C2H3NOS2, with ωB97M-V with the def2-TZVPD basis set.

The geometry in XYZ format:
```
9
Properties=species:S:1:pos:R:3:nbo_charge:R:1
C 1.749 -0.452 -0.376 0.48
C -1.999 0.131 0.034 -0.53
H 1.081 -1.339 -0.771 0.16
H 1.078 1.255 1.110 0.44
H -1.791 1.327 -0.478 0.23
N 0.806 0.542 0.182 -0.79
O 3.039 -0.462 -0.248 -0.55
S -0.438 -0.614 0.723 0.44
S -3.526 -0.389 -0.176 0.10
```

Values from the calculation:
Max |F|: 7.0 eV/A
SMILES: O=CNSC=S
Total charge: 0
HOMO energy: -9.2 eV
ΔE to the lowest compared entry with this formula, charge and spin: 83.1 kcal/mol
Lowest unoccupied orbital energy: -0.8 eV
Kohn-Sham gap: 0.3083 hartree

---

Entry 5:
Computed, not measured: the molecule C2H3NOS3, with ωB97M-V with the def2-TZVPD basis set.

The geometry in XYZ format:
```
10
Properties=species:S:1:pos:R:3:nbo_charge:R:1
C 0.423 0.201 0.120 0.06
C -0.971 0.717 0.137 -0.68
N 0.755 -1.087 0.007 -0.76
O -1.415 -2.435 -0.263 -0.86
S 1.599 1.484 -0.131 0.35
S 3.498 1.063 -0.087 -0.19
S -0.016 -2.449 0.007 1.36
H -1.326 0.293 -0.768 0.24
H -0.921 1.766 0.086 0.23
H -1.627 0.447 0.893 0.24
```

Values from the calculation:
Max |F|: 2.6 eV/A
Total charge: 0
HOMO energy (spin up / spin down): -9.0 / -8.3 eV
ΔE to the lowest compared entry with this formula, charge and spin: 38.0 kcal/mol
Lowest unoccupied orbital energy (spin up / spin down): -1.6 / -2.2 eV
Kohn-Sham gap (spin up / spin down): 0.2727 / 0.2241 hartree

---

Entry 6:
Computed, not measured: the molecule C2H3NP2, with ωB97M-V with the def2-TZVPD basis set.

The geometry in XYZ format:
```
8
Properties=species:S:1:pos:R:3:nbo_charge:R:1
C -0.453 -1.350 0.343 -0.17
C -1.075 1.053 0.385 -1.02
N -1.654 -1.515 0.005 -0.61
P -2.506 0.253 0.001 0.84
P 0.498 0.202 0.553 0.51
H 0.184 -2.200 0.674 0.18
H -0.997 2.075 0.659 0.24
H 0.861 0.081 -0.832 0.02
```

Values from the calculation:
Max |F|: 2.9 eV/A
SMILES: C1=[PH]=CP=N1
Total charge: 0
HOMO energy: -9.2 eV
ΔE to the lowest compared entry with this formula, charge and spin: 20.8 kcal/mol
Lowest unoccupied orbital energy: -0.5 eV
Kohn-Sham gap: 0.3179 hartree

---

Entry 7:
Computed, not measured: the molecule C2H3NP2, with ωB97M-V with the def2-TZVPD basis set.

The geometry in XYZ format:
```
8
Properties=species:S:1:pos:R:3:nbo_charge:R:1
C -0.005 -0.393 1.427 0.25
C 0.887 -0.615 0.278 -0.79
N -0.749 -0.420 2.317 -0.31
P -1.295 1.381 -0.688 0.03
P 0.049 0.051 -1.398 0.28
H 1.679 0.064 0.241 0.26
H 1.084 -1.729 -0.102 0.28
H -1.650 1.661 -2.076 -0.01
```

Values from the calculation:
Max |F|: 3.8 eV/A
Total charge: 0
HOMO energy: -9.8 eV
ΔE to the lowest compared entry with this formula, charge and spin: 15.3 kcal/mol
Lowest unoccupied orbital energy: -1.1 eV
Kohn-Sham gap: 0.3194 hartree

---

Entry 8:
Computed, not measured: the molecule C2H3NP2, with ωB97M-V with the def2-TZVPD basis set.

The geometry in XYZ format:
```
8
Properties=species:S:1:pos:R:3:nbo_charge:R:1
C -0.818 -0.772 -0.131 0.15
C -0.694 0.910 0.689 -0.66
N 0.219 -1.103 -0.717 -0.72
P 0.770 1.587 0.334 0.36
P 1.409 0.048 -1.101 0.51
H -1.704 -1.486 0.010 0.20
H -1.490 1.257 1.152 0.19
H 2.308 -0.441 -0.236 -0.03
```

Values from the calculation:
Max |F|: 7.5 eV/A
SMILES: C1=N[PH]#P=C1
Total charge: 0
HOMO energy: -9.4 eV
ΔE to the lowest compared entry with this formula, charge and spin: 31.5 kcal/mol
Lowest unoccupied orbital energy: 0.0 eV
Kohn-Sham gap: 0.3469 hartree